{
  "formula": "C33H16N9OPd",
  "method": "ωB97M-V with the def2-TZVPD basis set",
  "charge": -1,
  "relative_energy_kj_mol": 1698.8,
  "total_energy_ha": -1962.65442,
  "gap_ev": [4.5, 4.5],
  "fmax_ev_per_a": 7.92,
  "elements": ["Pd", "C", "C", "C", "C", "C", "N", "C", "C", "C", "C", "C", "C", "C", "C", "N", "C", "N", "C", "N", "C", "N", "C", "N", "C", "N", "C", "C", "C", "C", "C", "C", "C", "C", "C", "C", "C", "C", "C", "C", "N", "H", "H", "H", "H", "H", "H", "H", "H", "H", "H", "H", "H", "H", "H", "H", "H", "O", "N", "C"],
  "xyz": [[0.08011, -0.00682, -0.03334], [-1.85822, 4.05116, 3.95938], [-0.51112, 4.28606, 4.21911], [0.48627, 3.87263, 3.34318], [0.09754, 3.23062, 2.18700], [0.88940, 2.60768, 1.08590], [2.17537, 2.39264, 1.06449], [2.64504, 1.38579, 0.24724], [3.96200, 1.31157, -0.33490], [4.94796, 2.28092, -0.53636], [6.16481, 1.85963, -1.02452], [6.42276, 0.50126, -1.28486], [5.47409, -0.47259, -1.06480], [4.22373, -0.05950, -0.59517], [3.05989, -0.78448, -0.16929], [2.96222, -2.08382, 0.11294], [1.76110, -2.60661, 0.27348], [0.56638, -1.99463, -0.03165], [-0.45167, -2.90406, 0.04240], [-1.76132, -2.85384, -0.41967], [-2.49675, -1.76613, -0.39271], [-2.13492, -0.65420, 0.25258], [-2.95482, 0.46461, -0.22694], [-2.77453, 1.92217, -0.05869], [-1.31905, 2.29513, 0.65136], [0.03590, 2.21089, 0.13562], [-1.27583, 2.97498, 1.93889], [-2.26305, 3.38622, 2.81077], [-4.04994, -0.12482, -1.01895], [-5.13707, 0.43766, -1.65984], [-5.96193, -0.40824, -2.39387], [-5.69417, -1.76830, -2.49399], [-4.59104, -2.33853, -1.86326], [-3.77809, -1.51320, -1.11598], [0.09620, -4.15588, 0.52724], [-0.49365, -5.38219, 0.81897], [0.32849, -6.40000, 1.26332], [1.71088, -6.20840, 1.40791], [2.30583, -4.99702, 1.11206], [1.48278, -3.96494, 0.67101], [2.09008, 0.13042, 0.14364], [-2.60167, 4.38297, 4.67280], [-0.23500, 4.79368, 5.13499], [1.53383, 4.03447, 3.55698], [4.74875, 3.31994, -0.30946], [6.94789, 2.58724, -1.20136], [7.39968, 0.21531, -1.65678], [5.67483, -1.52111, -1.23896], [-3.30431, 3.18405, 2.59842], [-5.31581, 1.50290, -1.59906], [-6.81822, 0.00282, -2.91379], [-6.34740, -2.39302, -3.09049], [-4.35632, -3.39031, -1.96004], [-1.56066, -5.51764, 0.70195], [-0.10112, -7.36434, 1.50589], [2.32262, -7.03019, 1.76029], [3.37133, -4.84474, 1.22156], [-1.38082, 1.05991, -0.03880], [0.07402, -0.00250, 3.37429], [0.07609, -0.00678, 2.20893]],
  "lowdin_charge": [1.05, -0.08, -0.07, -0.01, -0.08, -0.35, 0.20, -0.24, -0.11, -0.03, -0.11, -0.10, -0.03, -0.10, -0.30, 0.21, -0.30, 0.04, -0.24, 0.18, -0.31, 0.08, -0.17, 0.24, -0.26, 0.07, -0.10, -0.01, -0.11, -0.02, -0.09, -0.09, -0.02, -0.08, -0.12, -0.03, -0.11, -0.10, -0.03, -0.11, 0.03, 0.10, 0.10, 0.12, 0.11, 0.09, 0.09, 0.11, 0.11, 0.11, 0.10, 0.10, 0.11, 0.10, 0.09, 0.09, 0.11, -0.43, -0.07, -0.34]
}